{
  "formula": "C34H47BaN9P2",
  "method": "ωB97M-V with the def2-TZVPD basis set",
  "e_tot_ha": -2524.74398,
  "e_homo_ev": -4.1,
  "mol_weight_g_mol": 781.09,
  "orbital_gap_ha": 0.1461,
  "de_lowest_kcal_mol": 0.00,
  "symbols": ["Ba", "C", "N", "C", "C", "N", "C", "P", "C", "N", "C", "C", "N", "C", "C", "N", "C", "C", "N", "C", "H", "H", "H", "H", "H", "H", "H", "H", "H", "H", "H", "H", "H", "H", "H", "N", "C", "C", "N", "C", "C", "N", "H", "H", "H", "H", "H", "H", "H", "H", "H", "H", "H", "H", "H", "C", "P", "C", "C", "H", "H", "H", "H", "H", "H", "H", "H", "H", "C", "C", "C", "C", "C", "C", "C", "C", "C", "C", "C", "C", "C", "C", "C", "H", "H", "H", "H", "H", "H", "H", "H", "H", "H"],
  "xyz": [[0.6703, 0.4892, 0.0646], [1.0513, 4.5974, -3.4236], [1.8237, 3.7607, -2.5244], [2.7691, 4.2064, -1.6554], [3.1896, 3.1153, -0.9416], [2.5149, 2.0118, -1.3603], [1.6734, 2.4229, -2.3063], [0.7887, 1.3954, -3.5035], [1.5691, -0.2311, -3.2581], [1.5287, -1.0468, -2.2176], [2.2579, -2.1450, -2.5646], [2.7514, -1.9941, -3.8284], [2.3080, -0.7797, -4.2655], [2.6088, -0.1937, -5.5628], [-0.9323, 1.1060, -2.9458], [-1.4175, 0.5139, -1.8616], [-2.7689, 0.4505, -2.0238], [-3.1152, 1.0137, -3.2175], [-1.9516, 1.4205, -3.8027], [-1.8775, 2.1520, -5.0586], [1.6350, 5.4824, -3.6646], [0.1263, 4.9110, -2.9417], [0.8432, 4.0481, -4.3424], [3.0081, 5.2516, -1.5671], [3.9045, 3.0813, -0.1370], [2.3933, -2.9752, -1.8915], [3.3694, -2.6274, -4.4405], [3.3031, -0.8504, -6.0798], [3.0714, 0.7831, -5.4416], [1.7038, -0.0909, -6.1586], [-3.4050, 0.0290, -1.2632], [-4.0704, 1.1632, -3.6901], [-2.8082, 1.9983, -5.5986], [-1.0508, 1.7875, -5.6615], [-1.7442, 3.2176, -4.8752], [-1.5278, 0.7480, 3.5545], [-1.5585, -0.6433, 3.9843], [-1.8659, -1.5708, 2.8204], [-0.7571, -1.7161, 1.8564], [0.2451, -2.6617, 2.3499], [1.4081, -2.8569, 1.3995], [2.1566, -1.6129, 1.2175], [-0.6179, 0.9744, 3.1293], [-1.5906, 1.3585, 4.3620], [-2.3647, -0.7768, 4.7116], [-0.6361, -0.9643, 4.4892], [-2.7160, -1.1539, 2.2793], [-2.1543, -2.5600, 3.2090], [-1.1626, -2.1131, 1.0121], [-0.2023, -3.6444, 2.5605], [0.6287, -2.2824, 3.2993], [1.0345, -3.1875, 0.4224], [2.0289, -3.6693, 1.7934], [3.0701, -1.7811, 0.8138], [2.2971, -1.1301, 2.1036], [-5.4530, 1.8355, 0.1977], [-4.0526, 1.2165, 1.2279], [-4.8477, 1.2748, 2.8797], [-3.0438, 2.7412, 1.2909], [-5.8737, 2.7591, 0.6025], [-6.2424, 1.0838, 0.1443], [-5.1033, 2.0328, -0.8178], [-5.3114, 2.2459, 3.0677], [-4.0769, 1.0930, 3.6290], [-5.6083, 0.4965, 2.9569], [-3.6311, 3.6094, 1.5998], [-2.6270, 2.9419, 0.3027], [-2.2214, 2.5972, 1.9924], [1.2587, 1.5921, 2.3925], [1.6236, 2.7513, 2.1466], [2.0487, 4.0801, 1.8406], [3.3702, 4.4580, 2.3184], [4.2000, 5.4190, 1.7029], [5.4833, 5.6859, 2.1586], [6.0135, 5.0081, 3.2460], [5.2254, 4.0355, 3.8563], [3.9484, 3.7639, 3.4053], [1.2096, 4.8838, 1.0180], [1.3749, 6.2859, 0.8206], [0.5755, 7.0149, -0.0385], [-0.4679, 6.4269, -0.7541], [-0.7091, 5.0735, -0.5234], [0.0876, 4.3303, 0.3267], [3.8509, 5.9531, 0.8289], [6.0782, 6.4333, 1.6447], [7.0118, 5.2236, 3.6042], [5.6144, 3.4805, 4.7030], [3.3588, 2.9943, 3.8871], [2.1143, 6.8180, 1.4034], [0.7520, 8.0818, -0.1300], [-1.1029, 7.0118, -1.4075], [-1.5568, 4.5930, -1.0050], [-0.1755, 3.3000, 0.5379]],
  "forces_ev_per_a": [[-0.211, -0.053, 0.860], [-0.008, -0.010, -0.023], [0.060, -0.002, -0.027], [-0.059, -0.002, 0.070], [0.013, 0.015, -0.004], [-0.104, -0.076, -0.116], [0.108, 0.137, -0.207], [-0.045, -0.036, -0.157], [-0.038, -0.024, -0.037], [-0.082, 0.077, -0.123], [0.027, -0.004, 0.055], [0.007, 0.002, 0.003], [0.032, 0.004, 0.022], [0.003, 0.002, 0.002], [0.017, -0.026, -0.099], [0.148, 0.105, -0.189], [-0.014, 0.019, 0.094], [0.000, 0.015, -0.018], [-0.006, 0.041, 0.040], [-0.001, 0.004, 0.001], [0.000, 0.002, 0.004], [0.027, -0.009, -0.011], [0.008, 0.001, -0.001], [0.004, 0.022, 0.009], [-0.005, 0.009, 0.029], [-0.006, -0.002, -0.001], [-0.002, -0.001, 0.000], [-0.003, -0.002, -0.001], [0.004, -0.001, -0.003], [0.000, 0.003, 0.003], [0.003, -0.012, -0.004], [0.001, -0.004, -0.001], [0.001, 0.000, 0.001], [-0.001, -0.001, -0.002], [0.000, 0.001, -0.002], [0.056, -0.038, -0.016], [0.049, 0.028, -0.029], [-0.032, -0.007, -0.067], [0.007, -0.038, -0.110], [-0.027, 0.005, 0.039], [0.054, -0.032, 0.003], [0.072, 0.037, -0.023], [0.019, -0.039, 0.108], [0.034, -0.003, 0.001], [-0.004, 0.022, -0.004], [0.005, 0.016, -0.001], [-0.005, -0.005, 0.005], [0.013, 0.011, 0.004], [0.022, -0.030, 0.004], [-0.004, 0.007, 0.012], [0.008, 0.022, 0.002], [-0.005, -0.006, 0.005], [-0.004, -0.001, 0.000], [0.007, -0.021, 0.021], [-0.030, 0.053, -0.015], [-0.018, 0.013, 0.020], [0.004, -0.022, -0.008], [0.007, -0.009, 0.019], [0.010, 0.006, 0.022], [-0.003, 0.004, -0.007], [-0.001, 0.002, -0.001], [0.001, 0.000, 0.001], [-0.001, 0.004, 0.001], [-0.039, 0.002, -0.028], [-0.008, 0.000, 0.006], [-0.003, 0.006, -0.015], [0.014, 0.022, -0.027], [-0.030, 0.011, -0.058], [0.111, -0.086, 0.070], [-0.125, 0.019, -0.122], [-0.076, -0.040, -0.013], [0.051, -0.002, 0.029], [0.002, 0.020, -0.046], [-0.004, -0.002, -0.001], [-0.013, -0.013, 0.010], [0.018, 0.013, 0.000], [-0.002, -0.003, -0.009], [0.021, -0.089, -0.018], [0.003, 0.072, -0.020], [0.041, -0.007, 0.016], [-0.027, -0.044, -0.010], [-0.003, 0.016, 0.069], [0.029, 0.051, 0.012], [-0.003, -0.014, 0.022], [0.001, -0.001, 0.001], [0.003, -0.001, 0.002], [0.001, 0.000, 0.002], [0.002, 0.000, 0.004], [-0.007, -0.036, -0.027], [-0.004, -0.004, 0.003], [0.002, -0.005, -0.001], [-0.038, -0.031, -0.010], [-0.025, -0.026, 0.009]]
}

{
  "formula": "C34H47N5OP",
  "method": "ωB97M-V with the def2-TZVPD basis set",
  "e_tot_ha": -2013.91131,
  "e_homo_ev": -8.4,
  "mol_weight_g_mol": 572.76,
  "charge": 1,
  "orbital_gap_ha": 0.1354,
  "symbols": ["C", "N", "C", "O", "C", "C", "C", "C", "N", "C", "C", "C", "C", "C", "C", "N", "C", "C", "C", "C", "C", "C", "C", "C", "C", "C", "C", "C", "H", "H", "H", "H", "H", "H", "H", "H", "H", "H", "H", "H", "H", "H", "H", "H", "H", "H", "H", "H", "H", "H", "H", "H", "H", "H", "C", "C", "C", "C", "N", "P", "H", "N", "C", "C", "C", "C", "C", "C", "H", "H", "H", "H", "H", "H", "H", "H", "H", "H", "H", "H", "H", "H", "H", "H", "H", "H", "H", "H"],
  "xyz": [[1.2039, 5.3714, -3.1105], [0.5465, 4.2805, -2.4126], [-0.5531, 3.6362, -2.9394], [-1.1136, 3.8915, -3.9835], [-0.9294, 2.5394, -1.9520], [-0.8262, 1.1475, -2.5789], [-1.7446, 0.9289, -3.7419], [-3.1159, 0.9999, -3.7147], [-3.6291, 0.7852, -4.9713], [-2.5718, 0.5817, -5.8391], [-2.5482, 0.3449, -7.2186], [-1.3395, 0.1636, -7.8308], [-0.1425, 0.2157, -7.0976], [-0.1425, 0.4554, -5.7492], [-1.3759, 0.6480, -5.0951], [-0.0204, 2.6938, -0.7726], [-0.0876, 1.9502, 0.3735], [0.7794, 2.1342, 1.4301], [0.8128, 1.4252, 2.6166], [1.7411, 1.6814, 3.6699], [1.7014, 0.9086, 4.8468], [2.5808, 1.1361, 5.8794], [3.5295, 2.1378, 5.7785], [3.5943, 2.9132, 4.6345], [2.7200, 2.6962, 3.5938], [0.9460, 3.8165, -1.0539], [2.3804, 3.2994, -1.1131], [0.7315, 4.9726, -0.0793], [0.7455, 5.5131, -4.0869], [1.1127, 6.2907, -2.5359], [2.2608, 5.1475, -3.2439], [-1.9555, 2.7175, -1.6103], [0.2066, 0.9970, -2.9021], [-1.0145, 0.3866, -1.8142], [-3.7041, 1.2042, -2.8366], [-4.6098, 0.8516, -5.2576], [-3.4738, 0.3152, -7.7656], [-1.3077, -0.0207, -8.8921], [0.7914, 0.0705, -7.6147], [0.7786, 0.4998, -5.1948], [-0.8482, 1.1952, 0.4386], [1.5070, 2.9093, 1.3174], [0.1047, 0.6294, 2.7635], [0.9630, 0.1302, 4.9292], [2.5321, 0.5346, 6.7720], [4.2172, 2.3143, 6.5896], [4.3366, 3.6918, 4.5628], [2.7875, 3.3104, 2.7138], [2.4575, 2.5492, -1.8979], [3.0785, 4.1006, -1.3496], [2.7011, 2.8337, -0.1846], [-0.2918, 5.3311, -0.1781], [0.8770, 4.6858, 0.9589], [1.3973, 5.8055, -0.3009], [3.1782, -3.7816, 2.4891], [1.7959, -4.0840, 3.0761], [1.5806, -5.5974, 3.1678], [1.7145, -3.4654, 4.4763], [0.7449, -3.4874, 2.2009], [-0.8635, -3.1434, 2.8243], [-0.5392, -1.7765, 2.8110], [-1.5030, -2.9710, 1.1939], [-2.9737, -3.0113, 0.9456], [-3.2817, -2.3337, -0.3940], [-3.7052, -2.2520, 2.0581], [-3.4448, -4.4687, 0.9219], [-0.5672, -3.5043, 0.2817], [0.6441, -3.7832, 0.8245], [3.3111, -2.7088, 2.3601], [3.9662, -4.1398, 3.1491], [3.3133, -4.2599, 1.5213], [0.6014, -5.8241, 3.5871], [1.6434, -6.0636, 2.1857], [2.3338, -6.0561, 3.8059], [0.7712, -3.7159, 4.9606], [2.5259, -3.8342, 5.1032], [1.7967, -2.3802, 4.4239], [-2.8426, -2.8792, -1.2265], [-4.3557, -2.2795, -0.5630], [-2.8892, -1.3183, -0.4079], [-3.5723, -2.7450, 3.0207], [-3.3310, -1.2320, 2.1403], [-4.7733, -2.2031, 1.8475], [-3.2336, -4.9588, 1.8714], [-4.5177, -4.5244, 0.7466], [-2.9457, -5.0307, 0.1339], [-0.8092, -3.7078, -0.7495], [1.4506, -4.2276, 0.2629]],
  "forces_ev_per_a": [[0.211, -0.032, 0.410], [-0.799, -1.044, 0.187], [0.560, 0.587, 0.235], [0.412, -0.252, 0.780], [-0.781, -0.527, 0.559], [0.144, -0.436, -0.117], [-0.619, 0.096, 0.058], [0.708, 0.003, 0.158], [-0.334, 0.087, -0.286], [0.363, -0.061, -0.007], [-0.542, 0.095, 0.488], [0.180, -0.001, 0.026], [0.080, -0.019, -0.158], [-0.588, 0.109, 0.252], [0.045, 0.025, -0.236], [-0.272, -0.759, 0.919], [-0.008, 1.691, -3.019], [0.936, -0.093, 1.639], [-0.322, 0.568, -1.395], [0.699, 0.212, 0.743], [-0.249, 0.103, -0.560], [0.055, -0.088, 0.229], [-0.063, -0.116, 0.076], [0.089, 0.222, -0.216], [-0.307, -0.308, 0.000], [0.258, 0.537, -0.471], [0.041, -0.231, -0.023], [-0.205, -0.018, 0.151], [-0.129, -0.183, 0.125], [-0.013, 0.161, -0.063], [0.059, 0.021, -0.093], [0.086, -0.017, -0.100], [0.040, -0.007, -0.016], [0.033, 0.092, 0.112], [-0.442, -0.013, -0.179], [0.831, -0.058, 0.380], [-0.175, -0.052, -0.254], [0.033, -0.022, -0.137], [0.152, -0.034, -0.074], [0.259, 0.000, 0.098], [-0.389, -0.242, -0.296], [0.139, 0.092, 0.038], [-0.286, -0.367, 0.091], [-0.195, -0.222, 0.030], [-0.039, -0.106, 0.103], [0.085, 0.022, 0.101], [0.067, 0.104, -0.059], [0.098, 0.179, -0.130], [-0.004, -0.050, -0.056], [-0.091, 0.094, 0.052], [0.052, 0.080, -0.006], [-0.066, 0.029, -0.006], [0.088, 0.070, -0.009], [0.084, -0.114, -0.054], [-0.229, 0.070, -0.104], [-0.191, -0.387, -0.324], [0.150, 0.036, 0.102], [-0.168, 0.040, -0.278], [0.046, -0.406, 0.320], [0.638, 0.709, -0.988], [-0.275, 0.869, 1.037], [-0.466, -0.206, 0.159], [0.210, -0.480, -0.099], [0.218, -0.111, 0.098], [0.314, -0.061, -0.089], [-0.156, 0.109, -0.062], [1.156, -0.393, 0.453], [-1.153, 0.172, -0.495], [-0.023, 0.112, -0.018], [-0.033, -0.100, 0.075], [0.031, -0.037, -0.064], [-0.103, 0.017, 0.042], [0.002, 0.020, -0.087], [0.072, -0.070, 0.066], [-0.061, -0.035, 0.088], [-0.018, -0.072, -0.039], [0.040, 0.118, -0.042], [0.021, -0.019, -0.082], [-0.072, -0.082, 0.056], [0.080, 0.127, 0.025], [-0.038, -0.025, 0.087], [0.039, 0.106, -0.012], [0.012, -0.078, -0.022], [0.038, -0.003, 0.098], [-0.114, -0.032, -0.015], [0.066, 0.003, -0.057], [-0.133, 0.164, 0.020], [0.126, 0.112, 0.139]]
}